No. 1
95
Properties=species:S:1:pos:R:3:forces:R:3:mulliken_charge:R:1 method="wB97M-V/def2-TZVPD" e_homo_ev="-3.183 / -4.441" charge=-1 total_energy_ha=-4034.99594 multiplicity=4 e_above_lowest_kj_mol=73.5
V 0.28876 0.89442 0.07626 0.040 0.235 0.583 1.3581
N 3.07524 2.44071 2.93815 -0.109 0.636 -0.042 -0.6883
C 1.84798 1.66873 3.12446 -0.516 0.666 0.934 -0.2951
C 0.53332 2.46058 2.91680 -1.054 0.670 0.060 0.1767
O 0.11020 3.31330 3.76794 1.073 -1.226 -0.770 -0.8343
N -0.15226 2.14241 1.80452 0.859 -0.559 0.609 0.4902
C -1.51972 2.52528 1.80610 -2.097 0.872 0.196 0.2431
C -2.40077 1.52369 1.03691 0.432 -1.256 -1.351 0.0174
O -3.63743 1.44553 1.12363 0.843 0.489 0.368 -0.8396
O -1.72261 0.68354 0.27567 -1.215 0.653 0.812 0.8811
H 2.78250 3.39194 3.14662 0.396 0.139 0.153 0.2952
H 3.35947 2.45765 1.96408 -0.111 -0.165 -0.013 0.2552
H 1.86457 1.36826 4.18098 -0.333 -0.072 -0.068 0.2881
H 1.80938 0.77367 2.53591 0.251 -0.324 -0.405 -0.0557
H -1.74544 3.56789 1.39227 0.242 -1.196 0.493 -0.9134
H -2.02245 2.50975 2.80664 0.783 0.354 -0.379 0.5663
C 2.37663 -3.37377 2.25420 0.906 -0.501 0.892 -0.9820
C 1.13792 -3.29853 3.14418 -0.433 0.254 -1.896 0.8140
C 0.90478 -4.57061 3.93302 -0.906 -0.354 -1.830 -1.4412
O -0.07360 -3.12528 2.29371 -0.582 0.731 0.429 -0.2720
P -0.64529 -1.68296 1.84082 0.494 0.377 1.575 -0.1661
O 0.45953 -0.78145 1.43099 -0.257 -0.727 0.124 -0.0407
C -1.79189 -2.11774 0.50937 1.876 -2.776 1.437 -0.0754
P -1.00813 -1.96582 -1.02596 1.579 -0.788 -2.299 -1.1274
O -0.12750 -0.83116 -1.31000 0.299 0.811 0.096 -0.2996
O -0.22186 -3.35700 -1.17932 -1.102 0.225 1.377 -0.1937
C 0.75637 -3.73481 -2.15445 -0.942 -0.198 -0.900 0.6757
C 0.97717 -5.25788 -1.95489 0.695 1.346 -0.108 -1.6038
C 1.96132 -2.86655 -2.00704 1.956 -1.156 0.311 -0.5585
O -2.12711 -2.15277 -2.10736 0.914 -1.513 0.714 -0.1473
C -3.12255 -1.34592 -2.63347 -0.616 1.211 -0.359 0.7518
C -3.48553 -2.00380 -3.93448 -0.934 0.511 -1.917 -1.5196
C -2.66539 0.10381 -2.77535 0.324 0.868 -0.030 -0.7803
O -1.46061 -0.89931 3.02440 1.332 -1.409 -1.570 -0.1350
C -2.65110 -1.16941 3.79960 0.902 -0.875 0.098 0.6445
C -2.99382 0.18304 4.36853 -1.714 -0.375 -1.840 -1.4600
C -3.75789 -1.77918 2.94035 -0.215 2.283 0.743 -1.3335
H 3.07699 -3.90133 2.97399 -0.106 0.454 -1.462 0.4255
H 2.85801 -2.46027 1.86773 -0.596 0.133 0.780 0.1913
H 2.18886 -3.91974 1.33213 -0.100 -0.695 0.264 -0.0157
H 1.21113 -2.42795 3.74998 0.020 0.675 0.831 0.3031
H 0.57651 -5.36777 3.21187 -0.014 0.749 0.549 0.2510
H 0.12223 -4.39683 4.65874 0.040 -0.274 0.392 0.3496
H 1.82273 -4.96037 4.30259 0.648 -0.007 0.942 0.4550
H -2.44942 -1.36790 0.64685 -2.626 2.584 -0.267 -0.0976
H -2.26803 -3.10810 0.57865 0.309 0.340 0.210 0.5595
H 0.25934 -3.52655 -3.13535 0.524 -0.448 0.396 0.2625
H 1.55694 -5.43343 -1.03744 -0.395 0.037 -0.069 0.2364
H 1.58692 -5.63255 -2.77361 -0.034 -0.082 -0.179 0.4421
H 0.02380 -5.75922 -1.93951 -0.248 -0.257 0.121 0.4176
H 2.32506 -2.89323 -0.95404 -0.280 0.277 -0.680 -0.0719
H 1.81540 -1.88123 -2.35494 -0.548 1.264 0.163 -0.0870
H 2.80431 -3.19382 -2.64933 -0.387 -0.392 0.315 0.5179
H -4.00851 -1.36856 -1.96040 0.506 0.001 -0.174 0.2213
H -2.89619 -1.58480 -4.80673 -0.436 -0.445 1.029 0.2996
H -4.55952 -1.73545 -4.14026 0.903 -0.538 -0.059 0.3794
H -3.33663 -3.10249 -3.93272 -0.303 0.657 0.205 0.3371
H -1.70954 0.27015 -3.34886 -0.922 -0.666 0.352 0.1281
H -2.45220 0.50694 -1.76247 -0.368 -0.004 -0.583 -0.2188
H -3.46300 0.69442 -3.28193 0.430 -0.330 0.471 0.4597
H -2.34641 -1.84059 4.62647 -0.143 -0.018 -0.421 0.2941
H -3.51398 0.67382 3.51006 0.371 0.271 0.766 0.2367
H -2.11300 0.73599 4.61573 0.375 0.296 0.531 0.3345
H -3.73267 0.02673 5.14775 0.127 0.351 0.444 0.5430
H -3.85967 -1.17983 2.02626 -0.064 -0.158 0.212 0.2357
H -4.66965 -1.62569 3.50652 -0.391 -0.084 0.046 0.4589
H -3.67678 -2.80247 2.74373 0.438 -1.597 -0.386 0.3534
C -0.51443 5.75008 -2.36330 -1.159 -0.177 1.168 -1.7231
C -0.69372 5.28533 -0.84389 0.615 -0.110 -1.632 2.1704
C 0.39305 5.92939 0.00679 -0.338 -0.562 -0.415 -1.6852
C -2.06785 5.59569 -0.24709 -0.250 1.772 -0.994 -1.6488
C -0.45001 3.83052 -0.89138 0.365 -1.347 0.072 -0.3298
N -0.16712 2.70743 -0.90625 -0.365 1.742 -0.270 -0.2249
H -0.51475 6.83417 -2.42638 -0.341 0.208 0.060 0.4191
H -1.28504 5.30792 -3.01223 0.097 0.288 0.273 0.3445
H 0.43019 5.43904 -2.73958 0.875 -0.488 -0.142 0.4349
H 0.21205 6.96950 -0.02718 -0.710 1.337 0.856 0.4765
H 1.35682 5.92470 -0.43307 1.094 -0.874 -0.593 0.4221
H 0.42490 5.44855 0.97070 0.029 0.316 0.570 0.3064
H -2.33443 6.68463 -0.48433 0.544 -1.275 0.440 0.4054
H -2.05909 5.47002 0.83639 -0.213 -0.130 -0.219 0.4211
H -2.83551 5.02136 -0.75654 -0.166 -0.333 0.334 0.3571
C 6.04924 -0.41749 -3.60228 -0.392 1.495 0.145 -1.2444
C 4.64893 0.11413 -3.22002 0.501 -0.795 0.617 0.9848
C 3.62830 0.21495 -4.16115 1.686 -0.572 -1.281 -0.8647
C 2.42198 0.67123 -3.73866 -1.352 0.467 -0.568 -0.1951
N 2.16628 0.95883 -2.49056 0.231 0.282 0.642 -0.0832
C 3.18217 0.82608 -1.60389 -0.052 -0.235 0.362 0.1055
S 2.77315 1.21184 0.03533 0.565 -0.399 -0.471 -0.8170
N 4.44170 0.38713 -1.92837 -0.543 0.411 -0.567 -0.5650
H 6.06005 -1.42560 -3.96374 -0.294 -0.713 -0.035 0.2925
H 6.71350 -0.31812 -2.74825 -0.088 -0.143 0.149 0.3393
H 6.49487 0.18449 -4.40666 -0.244 0.018 0.086 0.3242
H 3.85253 -0.05689 -5.19833 -0.291 0.213 0.310 0.3287
H 1.58699 0.87294 -4.43137 0.406 -0.349 0.135 0.3522

---

No. 2
120
Properties=species:S:1:pos:R:3:forces:R:3:mulliken_charge:R:1 method="wB97M-V/def2-TZVPD" e_homo_ev=-8.241 total_energy_ha=-25081.01494
C -7.40596 1.51863 -1.55617 0.238 0.244 0.590 -0.7571
C -7.32302 2.59065 -0.43982 0.297 -0.243 -0.358 -0.6544
C -5.91871 2.74472 0.17836 -0.196 0.421 0.060 -0.2049
C -5.80877 2.18185 1.59607 -0.672 0.030 -0.398 -1.1130
C -6.37755 0.76431 1.75679 0.808 -0.367 0.448 -0.5489
C -5.44647 -0.12325 2.60474 -0.858 -0.242 0.034 -1.3465
C -5.78163 -1.60858 2.45731 0.549 -0.057 0.396 -0.6479
C -5.17564 -2.46035 3.57503 0.061 -0.069 -0.502 -1.0895
C -3.64647 -2.33469 3.68232 -0.367 -0.105 0.757 0.3019
C -3.02219 -3.67873 4.06684 -0.275 -0.061 -0.442 -1.3311
C -2.87011 -4.56892 2.81645 0.624 -0.087 0.113 -0.1075
C -1.46032 -5.18832 2.63799 -0.403 0.129 -0.331 -1.3430
C -0.65111 -4.41728 1.58434 -0.413 0.093 0.782 -0.4473
C -0.12002 -3.11032 2.19959 0.256 -0.564 -0.655 -1.1226
C 0.96737 -2.43316 1.34182 -0.794 0.582 0.215 -0.3931
C 0.43906 -1.25993 0.52073 0.303 -0.266 0.204 -0.2217
C -0.86526 -1.33054 0.06868 -0.132 0.100 0.004 -0.9174
C -1.48813 -0.31300 -0.64053 0.093 -0.142 0.212 0.6252
P -3.19295 -0.59632 -1.14826 -0.157 -0.056 -0.955 0.1445
O -3.46213 -2.15426 -0.86308 0.162 0.079 0.315 -0.4681
O -4.13312 0.12843 -0.09631 0.288 -0.406 -0.054 0.3012
S -3.56878 -0.17211 -2.98568 0.031 0.225 0.060 -0.3700
C -0.77177 0.84785 -0.93320 -0.386 -0.059 0.051 -1.0049
C 0.55452 0.94581 -0.51334 0.582 0.335 -0.236 1.0632
C 1.16536 -0.10243 0.19668 -0.501 0.176 -0.050 0.1666
S 2.85974 0.01400 0.70413 0.842 -1.286 -0.030 1.3231
O 3.43163 -1.29570 0.76903 -0.743 -0.273 0.374 -0.6537
O 3.61458 0.96545 -0.03787 -1.067 1.375 0.539 -0.7905
C 2.79361 0.50584 2.52630 -0.473 0.086 0.255 0.5593
F 1.50538 0.69133 2.88382 -0.019 0.145 -0.171 -0.2359
F 3.26103 -0.52241 3.24239 0.216 0.060 -0.120 -0.2868
C 3.59996 1.77291 2.85524 0.302 0.386 0.058 0.9079
F 3.21180 2.77814 2.05425 -0.131 -0.140 0.051 -0.1844
F 4.90123 1.52771 2.62962 -0.124 -0.201 -0.017 -0.3126
C 3.44779 2.26574 4.34961 0.033 0.416 0.049 0.5128
F 4.64309 2.61501 4.82650 -0.158 -0.196 -0.007 -0.2710
F 2.91858 1.33282 5.14291 0.140 0.071 -0.089 -0.2519
F 2.66786 3.35037 4.39677 -0.025 -0.266 0.016 -0.2365
S 1.38572 2.45483 -0.94264 0.069 0.266 0.144 -0.0430
C 0.71308 2.68872 -2.55920 0.196 -0.259 0.673 0.8333
C 1.49810 3.13400 -3.60208 -0.041 -0.143 -0.216 -1.0365
C 0.91324 3.29671 -4.84917 0.130 -0.116 -0.499 0.3337
P 1.85602 3.84568 -6.28084 -0.132 1.863 0.239 0.7318
O 2.01867 5.31374 -6.40911 0.160 0.047 0.128 -0.7287
C -0.44080 3.03831 -5.02413 -0.075 0.039 0.091 -0.6816
C -1.21043 2.58684 -3.97271 -0.263 -0.019 0.112 -0.6484
C -0.62534 2.39201 -2.72955 -0.186 0.326 -0.349 -0.0570
N -1.35508 1.91357 -1.63206 0.127 -0.150 0.093 -0.0352
H -6.41003 1.13061 -1.76051 0.042 -0.086 -0.180 0.0386
H -8.01638 0.68177 -1.22472 -0.145 -0.098 -0.231 0.2537
H -7.80123 1.94461 -2.47337 -0.148 -0.158 -0.109 0.3309
H -8.03359 2.33074 0.34344 -0.128 0.210 0.067 0.2946
H -7.61742 3.54850 -0.86314 -0.160 0.070 0.087 0.4661
H -5.17320 2.32157 -0.49580 0.004 -0.126 0.110 -0.1060
H -5.68779 3.80958 0.24658 0.100 0.057 -0.038 0.3744
H -6.39211 2.84831 2.23485 0.177 0.072 0.180 0.4669
H -4.77361 2.22414 1.92397 0.150 -0.001 0.118 0.3427
H -7.33023 0.76592 2.28498 -0.206 0.101 -0.237 0.6142
H -6.52820 0.26763 0.79686 -0.101 0.154 -0.133 0.4258
H -5.59887 0.12485 3.65805 0.304 0.216 0.046 0.8267
H -4.40245 0.07298 2.35794 0.141 0.078 0.274 0.3550
H -5.37263 -1.99918 1.51656 -0.275 -0.009 -0.195 0.2661
H -6.86319 -1.74175 2.45792 -0.080 0.002 -0.203 0.5425
H -5.66045 -2.20936 4.51909 0.076 -0.008 0.138 0.3696
H -5.40523 -3.50832 3.36862 -0.147 -0.034 0.021 0.4090
H -3.39581 -1.59188 4.43998 0.060 0.223 -0.126 0.5315
H -3.24822 -1.99932 2.72191 0.184 0.072 -0.003 -0.3373
H -2.07133 -3.55446 4.58150 0.158 0.093 -0.113 0.4652
H -3.68467 -4.18082 4.77390 0.029 0.063 0.181 0.5096
H -3.04154 -3.94393 1.93671 -0.224 -0.051 -0.078 -0.0417
H -3.62263 -5.35386 2.79324 -0.091 -0.033 0.066 0.6162
H -0.92878 -5.14595 3.58817 0.071 -0.252 0.088 0.5576
H -1.55277 -6.23144 2.33880 0.056 -0.082 0.030 0.3429
H -1.34360 -4.22879 0.76200 0.259 0.000 -0.334 0.1380
H 0.17853 -5.02421 1.22360 0.100 0.037 -0.072 0.4606
H -0.93647 -2.41611 2.39256 -0.052 0.009 0.234 -0.1379
H 0.31036 -3.41609 3.15250 0.109 0.287 0.133 0.9275
H 1.73731 -2.05397 1.99556 0.252 -0.324 0.017 0.3589
H 1.38031 -3.17311 0.65910 0.386 0.054 0.047 0.3049
H -1.43148 -2.22002 0.28084 -0.059 -0.093 0.050 0.6792
H -3.32541 -2.61787 -1.70086 -0.150 -0.187 0.037 0.3437
H -4.35700 -0.45143 0.64967 -0.090 0.170 0.109 -0.2783
H 2.55007 3.33468 -3.45522 0.082 -0.032 0.085 0.4299
H 3.07834 3.15161 -6.16994 -0.081 -0.204 -0.040 0.0527
H 1.20260 3.23323 -7.35969 -0.072 1.167 0.509 -0.0814
H -0.90000 3.18897 -5.99118 -0.018 -0.030 -0.095 0.3514
H -2.26321 2.37654 -4.09647 -0.059 -0.041 -0.077 0.4480
H -2.32142 1.73762 -1.87354 -0.013 0.023 -0.085 -0.2974
Br 1.62216 1.18379 -7.62483 0.212 -2.447 -0.769 -0.0584
C 1.06868 0.68354 -9.42919 -0.139 -0.019 0.188 -0.6248
C 1.43418 -0.73805 -9.76127 0.148 -0.013 -0.163 -0.6078
Br 3.32992 -0.92286 -10.14056 -0.001 -0.019 0.063 -0.1324
H 1.52520 1.40286 -10.10087 0.034 -0.029 -0.026 0.3977
H -0.01153 0.80967 -9.44053 -0.009 -0.033 0.000 0.3736
H 0.92344 -1.05573 -10.66762 -0.032 0.036 0.002 0.3650
H 1.20588 -1.42553 -8.95413 -0.036 0.021 0.027 0.3559
Br 8.77320 0.80868 -1.06102 -0.017 0.006 0.051 -0.1568
C 8.04797 -0.93478 -0.57283 0.225 0.045 -0.057 0.4086
C 6.99103 -1.39416 -1.53721 -0.412 0.028 -0.125 -0.6664
Br 5.30880 -0.45119 -1.22821 1.694 -0.493 -0.956 -0.0364
H 7.67530 -0.84340 0.44271 -0.055 0.011 -0.014 0.3759
H 8.90256 -1.60700 -0.59170 -0.171 0.048 -0.011 -0.5965
H 6.77241 -2.44885 -1.37959 0.067 -0.009 0.039 0.3615
H 7.27577 -1.23822 -2.57317 0.085 -0.011 0.014 0.3895
Br -2.90890 3.20088 5.42418 0.015 -0.071 -0.036 -0.1411
C -1.10322 3.92086 5.47116 -0.157 0.082 0.059 -0.5285
C -0.74294 4.61975 4.18669 0.195 -0.083 -0.060 -0.7344
Br -0.35197 3.35659 2.76322 -0.144 0.022 -0.100 -0.0093
H -0.44080 3.09031 5.69165 0.038 0.006 -0.031 0.2876
H -1.09482 4.62412 6.30068 0.017 0.027 -0.019 0.3781
H 0.16925 5.19796 4.31737 0.007 -0.007 0.034 0.3272
H -1.53370 5.26732 3.82288 -0.036 -0.005 0.047 0.4355
Br 13.86211 -3.80377 1.11426 -0.015 -0.032 -0.056 -0.1385
C 13.25351 -2.48308 -0.17632 0.113 -0.013 0.182 -0.6183
C 11.80407 -2.13282 0.02191 -0.139 0.061 -0.190 -0.5491
Br 10.62530 -3.53320 -0.64235 0.155 -0.184 0.055 -0.1797
H 13.45235 -2.89180 -1.16119 -0.034 0.015 -0.026 0.3898
H 13.87772 -1.60821 -0.01139 -0.034 0.033 -0.005 0.3628
H 11.54599 -1.24349 -0.55063 0.026 0.010 -0.003 0.3003
H 11.54883 -1.97784 1.06483 0.042 -0.010 0.024 0.3927